Record 1
Entry from OMol25: 5 unconnected molecules or ions with the total composition H9O4S (ωB97M-V/def2-TZVPD).

Last column: Löwdin charge in e.
Positions of all 14 atoms, in Å:
S -2.80454 -0.46781 -0.58810  -0.04
H -2.59350 -1.31839 -1.60807  -0.39
H -1.25138 -0.72733 0.89768  -0.12
H -1.16203 0.40505 1.95999  0.02
O -0.76713 -0.43593 1.72045  -0.17
H 1.99373 0.28263 -1.05127  0.02
H 2.08414 -0.68972 0.14556  0.00
O 2.56269 -0.38314 -0.64881  -0.09
H -1.08411 0.63235 -2.15552  -0.07
H -1.61588 1.97608 -2.48460  0.01
O -0.87395 1.40415 -2.71006  -0.14
H 2.42275 0.30201 2.16135  0.04
H 1.07713 -0.41425 2.30608  0.01
O 2.01207 -0.56572 2.05533  -0.09

Atomic forces in eV per Å
0.040 -0.008 -0.265
-0.021 0.003 0.091
-0.089 0.382 0.187
-0.254 -0.018 -0.247
0.384 -0.214 0.351
-0.074 -0.168 0.048
0.232 0.274 -0.157
-0.072 -0.011 -0.067
-0.119 -0.053 0.106
0.024 -0.028 -0.032
0.039 0.061 0.026
0.042 -0.226 -0.144
0.011 -0.345 -0.540
-0.143 0.351 0.643

Calculated values
M   105.13 g/mol
Total charge   -1
Multiplicity   1
LUMO   3.6020 eV
Energy relative to the best compared isomer or geometry (same formula, charge and spin)   15.2 kcal per mole



Record 2
Entry from OMol25: C5H11N in the gas phase in a non-equilibrium geometry (ωB97M-V/def2-TZVPD).

Last column: Löwdin charge in e.
Positions of all 17 atoms, in Å:
C -0.13889 -1.55747 -0.36084  -0.06
C 0.34664 -0.15216 0.06745  -0.63
C 1.88676 -0.15010 0.20228  -0.05
C -0.59591 0.42747 1.13116  -0.13
C -1.45309 0.83821 -0.05768  -0.19
N -0.13185 0.87521 -0.87195  0.00
H 0.28597 -2.36008 0.26144  0.08
H 0.26027 -1.83444 -1.38064  0.09
H -1.25709 -1.57428 -0.41722  0.07
H 2.38522 -0.83155 0.94713  0.09
H 2.30773 -0.24823 -0.84674  0.09
H 2.21765 0.87458 0.51554  0.08
H -0.96748 -0.27079 1.87338  0.11
H -0.13597 1.35140 1.56283  0.12
H -2.16813 -0.06097 -0.42685  0.12
H -2.01746 1.84695 -0.02869  0.12
H -0.26081 0.54529 -1.85082  0.11

Atomic forces in eV per Å
0.228 -0.462 -0.950
1.319 -1.404 -0.214
0.643 1.273 -0.150
0.700 0.535 0.158
-1.362 0.405 -1.663
-2.065 -0.149 -0.317
-0.527 0.328 0.234
-0.410 0.594 0.774
1.157 -0.518 0.200
-0.849 0.213 -0.969
-0.295 -0.324 1.258
-0.389 -0.671 -0.227
-0.168 0.146 0.158
-0.402 -0.879 -0.058
1.366 2.475 0.890
0.827 -1.763 -0.053
0.225 0.202 0.929

Calculated values
M   85.15 g/mol
Multiplicity   1
SMILES   CC1(C)CCN1
LUMO   1.0742 eV
Energy relative to the best compared isomer or geometry (same formula, charge and spin)   35.6 kcal per mole



Record 3
Entry from OMol25: a molecular structure, C33H49MoN3O4Si in a non-equilibrium geometry (ωB97M-V/def2-TZVPD).

Last column: Mulliken spin population.
Positions of all 91 atoms, in Å:
Mo -0.47330 -0.10150 0.48881  2.12
C -2.36550 -5.11234 0.09436  0.00
C -2.49487 -3.63048 -0.24249  -0.02
O -3.16221 -2.94297 0.53047  0.02
C -1.87372 -3.20299 -1.45789  0.08
C -1.82047 -1.89596 -1.96658  0.02
C -2.11034 -1.75473 -3.44719  0.00
N -1.55725 -0.79765 -1.26537  -0.06
N -1.95378 0.35900 -1.97559  0.06
C -2.11239 1.34437 -1.17906  0.00
O -1.92758 1.25292 0.12225  -0.03
C -2.52637 2.65184 -1.74066  -0.01
C -2.45741 2.90229 -3.10557  0.00
C -2.82398 4.14085 -3.61445  0.00
C -3.26417 5.14841 -2.76567  0.00
C -3.33172 4.90168 -1.40326  0.00
C -2.96051 3.66019 -0.89469  0.00
H -1.87701 -5.19332 1.06856  0.00
H -1.78290 -5.66298 -0.64852  0.00
H -3.36209 -5.55215 0.18178  0.00
H -1.65886 -3.98969 -2.17516  0.00
H -2.09639 -2.74154 -3.91102  0.00
H -1.40368 -1.09203 -3.94863  0.00
H -3.10253 -1.31895 -3.57887  0.00
H -2.10117 2.10936 -3.75338  0.00
H -2.75609 4.32791 -4.67948  0.00
H -3.54287 6.11788 -3.16276  0.00
H -3.66533 5.68151 -0.72924  0.00
H -2.99832 3.45817 0.16845  0.00
C -1.69619 2.00701 3.27825  0.01
C -0.27151 2.24176 2.74427  -0.02
C -0.24815 3.59678 2.00821  0.00
C 0.67162 2.32499 3.94954  0.00
O 0.18787 1.21958 1.91382  0.07
H -2.03149 2.87202 3.86597  0.00
H -1.71606 1.12048 3.91724  0.00
H -2.38198 1.85468 2.44292  0.00
H -0.74933 4.37500 2.59941  0.00
H -0.76064 3.49221 1.05094  0.00
H 0.78026 3.91821 1.81905  0.00
H 0.36280 3.11635 4.64511  0.00
H 1.69324 2.52616 3.61006  0.00
H 0.66457 1.36505 4.47779  0.00
N -2.03007 -4.56239 6.31039  0.02
C -1.80739 -3.96510 5.35194  -0.01
C -1.52889 -3.21654 4.15544  0.06
C -2.35011 -2.14779 3.77553  -0.02
C -2.03812 -1.39720 2.65998  0.03
C -0.87711 -1.61411 1.88254  -0.12
C -0.12125 -2.74043 2.25191  0.03
C -0.42592 -3.51923 3.35620  -0.03
H -3.24109 -1.93745 4.35707  0.00
H -2.72971 -0.62045 2.34989  -0.01
H 0.73762 -3.01705 1.65260  -0.01
H 0.19009 -4.37347 3.61327  0.00
C 2.22291 -0.67051 2.35200  0.00
O 1.64268 -0.86098 1.06874  0.12
H 3.03195 -1.39056 2.50369  0.00
H 1.46130 -0.82362 3.10946  0.00
H 2.61527 0.33839 2.46966  0.01
C 4.06893 -0.42786 0.09823  0.00
Si 2.18226 -0.28556 -0.46661  -0.08
C 2.42013 1.53645 -1.21412  -0.14
C 3.60543 1.62683 -2.18573  0.01
C 2.67869 2.48161 -0.02868  -0.01
C 1.18054 2.04637 -1.95029  -0.04
C 2.19412 -1.69660 -1.79809  -0.10
C 3.58806 -2.06094 -2.33288  0.00
C 1.33670 -1.29359 -3.01185  0.02
C 1.60278 -2.94654 -1.12946  0.00
H 4.79666 -0.29388 -0.70653  0.00
H 4.24720 -1.42431 0.53154  0.00
H 4.31505 0.30275 0.88233  0.00
H 4.56026 1.46444 -1.68204  0.00
H 3.63389 2.63314 -2.63535  0.00
H 3.52159 0.90083 -3.00683  0.00
H 3.65682 2.29247 0.43021  0.00
H 1.91669 2.35403 0.74372  -0.01
H 2.66170 3.53103 -0.36382  0.00
H 0.94485 1.45185 -2.84079  0.00
H 1.32306 3.09490 -2.26395  0.00
H 0.31100 2.02226 -1.30082  0.06
H 4.10171 -1.19672 -2.77122  0.00
H 3.47894 -2.82066 -3.12409  0.00
H 4.23470 -2.48011 -1.55513  0.00
H 1.88267 -0.58838 -3.65440  0.00
H 0.40882 -0.81445 -2.70080  -0.01
H 1.08300 -2.17654 -3.62177  0.00
H 2.21960 -3.26302 -0.27616  0.01
H 1.56098 -3.78017 -1.84967  0.00
H 0.58881 -2.76851 -0.76704  0.00

Atomic forces in eV per Å
1.316 0.032 1.246
0.030 -0.161 -0.121
0.273 0.127 -0.078
-0.158 0.139 0.035
-0.030 -0.004 0.238
-0.022 0.095 -0.117
0.068 0.014 -0.077
-0.421 -0.454 -0.572
0.089 -0.401 -0.421
-0.212 -0.010 0.518
-0.301 0.815 -0.544
0.023 -0.045 0.103
0.011 0.079 -0.349
0.056 -0.156 -0.033
-0.008 -0.009 0.044
0.019 -0.092 0.105
-0.131 0.299 0.174
-0.015 0.025 -0.035
-0.022 -0.017 0.054
0.016 -0.004 0.027
-0.036 -0.012 0.032
0.006 0.011 0.008
-0.032 0.004 0.015
-0.005 -0.035 -0.017
-0.028 0.057 0.032
0.009 -0.028 -0.026
0.002 -0.009 0.003
-0.006 -0.004 0.029
0.016 0.017 -0.015
0.058 -0.076 -0.107
-0.025 0.023 -0.147
-0.023 -0.029 0.012
0.070 -0.057 0.107
0.019 0.262 0.189
0.026 -0.100 -0.038
-0.022 0.007 -0.074
0.000 0.002 0.024
0.069 -0.046 -0.061
-0.006 0.006 0.000
-0.060 -0.041 -0.026
0.056 -0.052 -0.038
-0.067 -0.013 0.026
0.019 0.110 -0.032
-0.057 -0.174 0.304
0.089 0.247 -0.583
-0.004 0.086 0.084
-0.062 -0.013 0.034
0.092 -0.033 -0.018
-0.539 -0.369 0.271
0.002 -0.038 -0.070
0.011 -0.132 0.028
0.006 0.042 -0.026
0.048 0.016 0.075
0.045 0.030 0.049
0.050 -0.008 -0.005
-0.027 -0.042 -0.162
-0.348 0.014 -0.078
0.016 -0.039 -0.051
-0.124 -0.015 0.021
-0.011 0.070 -0.033
0.064 -0.053 0.255
0.823 0.180 -0.011
-0.289 0.049 0.026
-0.031 -0.061 -0.084
0.125 -0.069 -0.009
0.095 0.024 -0.139
-0.249 0.018 -0.190
0.022 -0.011 0.002
0.069 -0.047 0.051
0.117 0.025 -0.028
-0.094 -0.041 0.067
-0.016 0.133 -0.058
-0.005 -0.149 -0.109
-0.056 0.014 -0.069
0.002 -0.079 0.031
0.015 0.172 0.121
-0.109 0.047 -0.081
-0.029 0.010 -0.030
0.004 -0.064 0.008
0.011 0.082 0.146
0.010 -0.122 0.010
-0.157 0.040 0.099
-0.050 -0.143 0.056
0.017 0.054 0.070
-0.078 0.057 -0.092
-0.071 -0.093 0.069
0.049 -0.055 -0.026
0.052 0.094 0.064
-0.072 0.040 -0.121
-0.005 0.081 0.063
0.026 -0.038 -0.020

Calculated values
M   675.80 g/mol
Total charge   -2
Multiplicity   3
LUMO (spin up / spin down)   4.5033 / 4.5036 eV
Energy relative to the best compared isomer or geometry (same formula, charge and spin)   0.0 kcal per mole